1.
Formula: C16H27N2O6ReS
Source: OMol25
Level of theory: ωB97M-V/def2-TZVPD

Last column: Mulliken charge in e.
Atoms and positions in Å:
1 Re -0.6770 0.3017 0.0002  1.804
2 C -2.4509 -0.7832 -2.3094  -0.575
3 C -3.1268 0.5052 -1.8881  -0.554
4 O -2.7193 0.8428 -0.5488  -0.542
5 C -3.6987 0.6337 0.5149  -0.495
6 C -3.2168 -0.4670 1.4373  -0.743
7 O -1.8362 -0.2403 1.7939  -0.510
8 C -1.6830 0.7698 2.8372  -0.479
9 C -0.3934 1.5365 2.6435  -0.586
10 O -0.3994 1.9386 1.2530  -0.580
11 C 0.7062 2.7071 0.7103  -0.496
12 C 0.5085 2.8171 -0.7981  -0.774
13 O 0.5076 1.4595 -1.3683  -0.118
14 C 0.1153 1.3079 -2.7330  -0.687
15 C -0.1530 -0.1835 -2.9311  -0.297
16 O -1.0257 -0.7644 -1.9715  -0.631
17 H -2.5707 -0.9632 -3.3789  0.505
18 H -2.8358 -1.6373 -1.7561  0.329
19 H -4.2087 0.3904 -1.9435  0.511
20 H -2.8494 1.3423 -2.5272  0.273
21 H -4.6646 0.3674 0.0884  0.517
22 H -3.7992 1.5911 1.0229  0.304
23 H -3.2349 -1.4428 0.9546  0.309
24 H -3.8363 -0.5081 2.3350  0.509
25 H -1.6840 0.2769 3.8096  0.452
26 H -2.5260 1.4589 2.7897  0.352
27 H 0.5014 0.9451 2.8408  0.315
28 H -0.4078 2.4131 3.2936  0.511
29 H 1.6494 2.2282 0.9761  0.278
30 H 0.6838 3.7179 1.1226  0.519
31 H 1.3182 3.3931 -1.2450  0.395
32 H -0.4546 3.2787 -1.0286  0.407
33 H 0.9034 1.6524 -3.4061  0.485
34 H -0.7981 1.8694 -2.9396  0.264
35 H 1.5946 -0.8754 -1.8823  0.274
36 H -0.5406 -0.3399 -3.9430  0.750
37 O 2.8870 -2.5247 -3.4329  -0.261
38 S 1.6677 -1.9526 -3.8669  0.714
39 N 1.1046 -0.9479 -2.7875  0.137
40 C 4.5736 -2.9426 1.8786  -1.457
41 C 3.3897 -2.1435 1.4477  0.811
42 C 3.4994 -1.0703 0.5548  -1.051
43 C 2.3812 -0.3595 0.1828  -0.641
44 N 1.1337 -0.6357 0.6339  0.462
45 C 1.0295 -1.6645 1.5014  -0.279
46 C 2.1056 -2.4217 1.9143  -0.786
47 H 5.5089 -2.4552 1.6147  0.387
48 H 4.5517 -3.9239 1.3984  0.330
49 H 4.5521 -3.1180 2.9539  0.413
50 H 4.4661 -0.7761 0.1665  0.466
51 H 2.4778 0.4989 -0.4724  0.765
52 H 0.0341 -1.8742 1.8711  0.496
53 H 1.9398 -3.2284 2.6166  0.498

Summary:
Total charge = +3
Spin multiplicity = 2
LUMO level (alpha / beta) = -11.9 / -11.9 eV
E = -1662.1458 hartree
HOMO level (alpha / beta) = -16.55 / -16.22 eV
Energy above the lowest of the compared OMol25 structures with the same formula, charge and spin = 34.2 kJ/mol

---

2.
Formula: C16H27NO
Source: OMol25
Level of theory: ωB97M-V/def2-TZVPD

Last column: Mulliken charge in e.
Atoms and positions in Å:
1 C -5.1731 -1.5753 -0.7636  -1.123
2 H -5.7366 -2.4588 -1.0553  0.362
3 H -5.7581 -1.0128 -0.0394  0.330
4 H -5.0248 -0.9509 -1.6416  0.323
5 C -3.8236 -1.9727 -0.1630  -0.981
6 C -3.0480 -0.7499 0.2372  0.713
7 C -2.2031 -0.1325 -0.6667  -0.023
8 C -1.4961 1.0234 -0.3313  0.391
9 C -1.6608 1.5681 0.9376  -0.589
10 C -2.5106 0.9525 1.8410  -0.863
11 C -3.1989 -0.1962 1.5038  -0.593
12 H -3.8528 -0.6671 2.2228  0.407
13 H -2.6300 1.3824 2.8252  0.385
14 H -1.1354 2.4603 1.2399  0.297
15 O -0.7178 1.5250 -1.3313  -0.434
16 C 0.2423 2.5350 -1.0931  -0.769
17 C 1.6132 1.9581 -0.7287  -0.400
18 H 1.8635 1.1784 -1.4495  0.262
19 C 1.6728 1.3497 0.6700  0.123
20 H 0.8225 0.6836 0.8155  -0.039
21 H 1.6205 2.1354 1.4275  0.363
22 C 2.9652 0.5521 0.8650  -1.389
23 N 3.0326 -0.5529 -0.0674  0.536
24 C 4.3698 -0.9462 -0.4523  -0.813
25 C 5.2721 -1.4483 0.6833  -1.060
26 H 6.2324 -1.7605 0.2811  0.415
27 H 4.8193 -2.2972 1.1909  0.281
28 H 5.4424 -0.6617 1.4144  0.276
29 H 4.2737 -1.7284 -1.2099  0.352
30 H 4.8455 -0.0819 -0.9273  0.410
31 C 2.1328 -1.6590 0.2211  -0.823
32 C 1.1780 -1.9009 -0.9475  -0.945
33 H 1.7398 -2.1341 -1.8486  0.293
34 H 0.5788 -1.0155 -1.1358  0.001
35 H 0.5128 -2.7317 -0.7235  0.450
36 H 2.6959 -2.5802 0.4166  0.400
37 H 1.5501 -1.4401 1.1209  0.397
38 H 3.0251 0.2211 1.9168  0.306
39 H 3.8166 1.2093 0.6700  0.522
40 H 2.3547 2.7550 -0.8159  0.404
41 H 0.3202 3.0673 -2.0470  0.365
42 H -0.0976 3.2465 -0.3339  0.271
43 H -2.0689 -0.5377 -1.6583  0.489
44 H -3.9910 -2.6068 0.7102  0.409
45 H -3.2568 -2.5456 -0.8993  0.312

Summary:
LUMO level = 1.0 eV
E = -755.8399 hartree
HOMO level = -8.05 eV
Energy above the lowest of the compared OMol25 structures with the same formula, charge and spin = 96.7 kJ/mol
SMILES = CCc1cccc(OCCCCN(CC)CC)c1

---

3.
Formula: C16H28ClCuN4O4
Source: OMol25
Level of theory: ωB97M-V/def2-TZVPD

Last column: Mulliken charge in e.
Atoms and positions in Å:
1 Cu 25.4901 0.1110 -4.1404  0.983
2 Cl 22.5569 0.0348 -8.7068  1.588
3 O 23.0944 0.0622 -7.3888  -0.680
4 O 23.5728 -0.1284 -9.6755  -0.638
5 O 21.5804 -1.0933 -8.6596  -0.642
6 O 22.0895 1.3535 -9.0228  -0.623
7 C 16.9895 2.2572 -5.3235  -1.132
8 C 18.4803 2.0335 -5.1224  -0.430
9 C 19.1622 2.9511 -3.9990  -0.438
10 C 20.5981 2.6873 -3.7100  0.170
11 N 21.7185 2.4647 -3.4402  -0.459
12 H 16.4944 1.3717 -5.7221  0.330
13 H 16.7950 3.0202 -6.0771  0.292
14 H 16.5173 2.5615 -4.3894  0.326
15 H 19.1320 2.0696 -5.9954  0.382
16 H 18.7074 0.9842 -4.9340  0.344
17 H 18.6014 3.0512 -3.0696  0.345
18 H 19.1402 3.9798 -4.3588  0.278
19 C 29.2375 4.3083 -7.6881  -1.140
20 C 28.2711 4.9689 -8.6307  -0.433
21 C 27.6947 3.9817 -9.6776  -0.322
22 C 26.9233 4.7137 -10.6825  0.100
23 N 26.3976 5.3699 -11.4746  -0.409
24 H 28.7829 3.4200 -7.2494  0.273
25 H 29.5774 4.9467 -6.8726  0.351
26 H 30.1406 4.0191 -8.2255  0.323
27 H 28.5134 5.8359 -9.2451  0.384
28 H 27.4116 5.3554 -8.0831  0.293
29 H 26.9854 3.2010 -9.4028  0.318
30 H 28.5553 3.5470 -10.1861  0.264
31 C 17.6290 0.0053 -12.5725  -1.252
32 C 17.0684 1.4340 -12.5472  -0.387
33 C 17.2592 2.2769 -11.3173  -0.268
34 C 16.5218 3.5622 -11.3815  0.134
35 N 15.9420 4.5467 -11.4514  -0.428
36 H 17.2666 -0.6292 -11.7637  0.311
37 H 18.7181 0.0310 -12.6090  0.320
38 H 17.4662 -0.5549 -13.4933  0.367
39 H 15.9984 1.2864 -12.6929  0.280
40 H 17.3037 1.9226 -13.4928  0.363
41 H 18.3004 2.3723 -11.0095  0.365
42 H 16.7092 1.8907 -10.4591  0.197
43 C 23.8224 -8.3648 -8.0085  -1.154
44 C 23.5754 -7.1095 -7.2392  -0.399
45 C 23.7701 -5.8953 -8.0958  -0.430
46 C 25.1381 -5.4772 -8.5440  0.274
47 N 26.1867 -5.1942 -8.9124  -0.419
48 H 24.0540 -9.1560 -7.2955  0.315
49 H 24.7374 -8.3654 -8.6010  0.332
50 H 22.9809 -8.6753 -8.6279  0.327
51 H 24.1801 -7.1131 -6.3323  0.345
52 H 22.5434 -7.1510 -6.8906  0.276
53 H 23.3771 -5.0842 -7.4827  0.255
54 H 23.0617 -5.9744 -8.9204  0.282

Summary:
LUMO level = -5.1 eV
E = -3246.5806 hartree
HOMO level = -8.23 eV
Energy above the lowest of the compared OMol25 structures with the same formula, charge and spin = 667.8 kJ/mol

---

4.
Formula: C16H28ClCuN4O4
Source: OMol25
Level of theory: ωB97M-V/def2-TZVPD

Last column: Mulliken charge in e.
Atoms and positions in Å:
1 Cu 0.6784 0.3107 -0.8457  0.406
2 Cl 3.6725 0.0539 -0.1795  1.807
3 O 4.6281 0.3046 0.8546  -0.687
4 O 2.6235 -0.8310 0.3082  -0.630
5 O 3.0330 1.2964 -0.5879  -0.714
6 O 4.3049 -0.5332 -1.3323  -0.662
7 C 3.3981 1.3637 4.9344  -1.436
8 C 2.6324 1.2644 3.6072  -0.075
9 C 1.2264 0.7034 3.8649  -0.574
10 C 0.4075 0.8453 2.6652  0.187
11 N -0.1845 1.0231 1.6979  -0.289
12 H 4.4436 1.6346 4.7858  0.383
13 H 3.4215 0.3640 5.3729  0.331
14 H 2.9541 2.1249 5.5756  0.357
15 H 3.1654 0.5406 2.9902  0.080
16 H 2.5945 2.2275 3.1027  0.446
17 H 0.6873 1.1474 4.7054  0.349
18 H 1.3004 -0.3559 4.1231  0.302
19 C 2.5192 -3.3608 -5.4808  -1.150
20 C 2.8171 -3.6317 -4.0098  -0.587
21 C 2.9926 -2.4144 -3.1055  -0.184
22 C 1.9311 -1.3984 -3.2170  0.355
23 N 1.0864 -0.6208 -3.2315  -0.530
24 H 2.9227 -2.4294 -5.8706  0.323
25 H 1.4323 -3.2087 -5.5555  0.311
26 H 2.6667 -4.2569 -6.0792  0.359
27 H 3.7746 -4.1567 -3.9251  0.333
28 H 2.0805 -4.3108 -3.5801  0.313
29 H 3.8987 -1.8251 -3.2396  0.367
30 H 2.9439 -2.7531 -2.0693  0.243
31 C -4.8646 -1.5173 2.1777  -1.368
32 C -3.6356 -1.0941 1.4180  -0.002
33 C -2.7441 -2.2675 0.9863  -0.494
34 C -1.5524 -1.8567 0.2596  0.106
35 N -0.6502 -1.4345 -0.3023  -0.186
36 H -5.6189 -0.7372 2.2451  0.367
37 H -4.6715 -1.8944 3.1856  0.330
38 H -5.3254 -2.3869 1.6945  0.330
39 H -2.9990 -0.3873 1.9580  0.183
40 H -3.8874 -0.5405 0.5075  0.268
41 H -3.2796 -2.9830 0.3575  0.343
42 H -2.4406 -2.7982 1.8941  0.282
43 C -2.7760 3.7508 0.2849  -1.034
44 C -3.4967 3.9510 -1.0335  -0.319
45 C -2.8595 3.3082 -2.2593  -0.490
46 C -2.1323 2.0764 -1.9547  0.243
47 N -1.5447 1.1192 -1.7211  -0.284
48 H -2.8555 2.7448 0.7049  0.151
49 H -3.0646 4.4251 1.0897  0.413
50 H -1.6921 3.8651 0.1579  0.275
51 H -3.7618 4.9927 -1.2194  0.313
52 H -4.4993 3.5152 -0.9215  0.245
53 H -2.1269 3.9636 -2.7405  0.263
54 H -3.5740 3.0680 -3.0476  0.330

Summary:
LUMO level = 0.5 eV
E = -3246.8207 hartree
HOMO level = -8.55 eV
Energy above the lowest of the compared OMol25 structures with the same formula, charge and spin = 37.2 kJ/mol

---

5.
Formula: C16H28F2N2O13PS2
Source: OMol25
Level of theory: ωB97M-V/def2-TZVPD

Last column: Mulliken charge in e.
Atoms and positions in Å:
1 C 3.3633 -2.2528 1.4270  -1.087
2 C 3.0759 -0.9348 2.0903  0.901
3 O 2.4183 -0.8292 3.1533  -0.617
4 O 3.6689 0.1551 1.5052  -0.313
5 C 2.7605 1.0122 0.7897  -0.901
6 C 2.3278 0.4783 -0.5712  -0.092
7 C 0.9973 1.0884 -1.0079  -0.731
8 C 0.5382 0.6357 -2.4036  -0.765
9 C -0.5872 -0.4278 -2.4147  -0.623
10 C -0.3506 -1.6664 -1.5114  0.290
11 C -1.5584 -2.1604 -0.6779  -0.378
12 C -2.4182 -3.1118 -1.5180  -0.984
13 S -3.9698 -3.5815 -0.7383  1.154
14 O -4.2652 -4.9226 -1.2241  -0.707
15 O -3.8039 -3.4345 0.7037  -0.637
16 N -4.8679 -2.4218 -1.3808  -0.373
17 S -6.3178 -2.1693 -0.7774  0.913
18 O -7.0065 -3.3624 -0.3048  -0.646
19 O -7.0303 -1.2647 -1.6888  -0.707
20 P -6.0300 -1.0233 1.0914  0.155
21 N -6.6096 0.4156 0.3907  -0.588
22 O -4.3987 -0.8103 1.1009  -0.391
23 H 2.4877 -2.8913 1.5260  0.333
24 H 4.1986 -2.7131 1.9653  0.296
25 H 3.6583 -2.1434 0.3869  0.358
26 H 1.8951 1.2512 1.4107  0.436
27 H 3.3181 1.9413 0.6475  0.360
28 H 2.2455 -0.6083 -0.5296  0.043
29 H 3.0810 0.7373 -1.3197  0.188
30 H 0.2146 0.8596 -0.2782  0.435
31 H 1.1244 2.1767 -1.0136  0.460
32 H 0.1427 1.5161 -2.9202  0.141
33 H 1.3774 0.2587 -2.9969  0.464
34 H -0.6566 -0.7789 -3.4491  0.401
35 H -1.5379 0.0489 -2.1616  0.300
36 H 0.4868 -1.4971 -0.8306  -0.534
37 H -0.0512 -2.4949 -2.1596  0.440
38 H -2.1590 -1.3378 -0.2827  0.099
39 H -1.1828 -2.7133 0.1893  0.347
40 H -1.9007 -4.0528 -1.7070  0.387
41 H -2.6984 -2.6093 -2.4430  0.346
42 H -6.3987 1.2180 0.9660  0.273
43 H -6.3355 0.5657 -0.5716  0.272
44 H -4.1706 0.0315 0.7104  0.304
45 C 5.8457 -0.0436 4.1849  -0.168
46 C 7.0981 0.7798 4.3993  0.353
47 O 7.7513 0.0688 5.4339  -0.319
48 C 7.3694 -1.2383 5.3589  0.641
49 O 7.9103 -2.1296 5.9145  -0.508
50 O 6.2994 -1.3563 4.5463  -0.298
51 F 6.8355 2.0434 4.8166  -0.278
52 H 5.0473 0.2669 4.8593  0.279
53 H 5.4814 -0.0224 3.1627  0.024
54 H 7.7609 0.8345 3.5339  0.281
55 C -2.6592 5.4315 -2.7796  -0.460
56 C -2.0299 4.3150 -3.5875  0.299
57 O -1.8578 3.3049 -2.6147  -0.154
58 C -2.7956 3.4821 -1.6498  0.519
59 O -3.0616 2.6909 -0.8211  -0.427
60 O -3.3608 4.7016 -1.7722  -0.353
61 F -0.8232 4.6619 -4.1015  -0.296
62 H -1.8876 6.0482 -2.3164  0.286
63 H -3.3437 6.0555 -3.3456  0.274
64 H -2.6547 3.9288 -4.3941  0.285

Summary:
Total charge = -1
LUMO level = 1.8 eV
E = -3051.6627 hartree
HOMO level = -4.97 eV

---

6.
Formula: C16H28F2N3O9P2SSc
Source: OMol25
Level of theory: ωB97M-V/def2-TZVPD

Last column: Mulliken charge in e.
Atoms and positions in Å:
1 Sc 0.8909 0.0030 -0.6928  -0.112
2 O 0.1461 3.5215 0.7030  -0.595
3 C 0.6937 2.4885 1.3008  0.868
4 O 0.5306 1.3407 0.8277  0.150
5 C 1.4617 2.8065 2.4903  -0.053
6 C 1.9715 4.1240 2.5602  -0.832
7 C 2.7727 4.5315 3.5910  -0.666
8 C 3.0764 3.6186 4.6101  -0.435
9 C 2.5628 2.3483 4.5859  -0.686
10 C 1.7216 1.8847 3.5423  0.612
11 S 1.0198 0.3215 3.7392  -0.558
12 H 1.7377 4.8090 1.7575  0.370
13 H 3.1702 5.5371 3.6154  0.382
14 H 3.7148 3.9243 5.4306  0.366
15 H 2.7737 1.6530 5.3866  0.422
16 N -3.1033 -1.4178 -0.1246  -0.075
17 C -1.8136 -2.0946 0.2388  2.645
18 C -1.3742 -1.8007 1.6672  -1.051
19 C 0.0397 -2.3586 1.8443  0.038
20 N 0.9590 -1.4886 1.0977  0.275
21 C 0.0877 -3.8406 1.4734  -1.615
22 C -0.4697 -4.1789 0.0882  0.054
23 N 0.3893 -3.6238 -0.9508  -0.419
24 C -1.8782 -3.5874 -0.0506  -1.733
25 H -3.0815 -0.4446 0.1893  0.309
26 H -3.9114 -1.8926 0.2713  0.427
27 H -3.1448 -1.3660 -1.1754  0.344
28 H -1.0660 -1.6792 -0.4280  -1.346
29 H -2.0537 -2.2573 2.3947  0.417
30 H -1.3340 -0.7227 1.8552  0.383
31 H 0.3101 -2.2835 2.9001  0.376
32 H 1.8382 -1.9821 0.9490  0.200
33 H 1.1971 -0.7308 1.7792  -0.303
34 H -0.5078 -4.3759 2.2180  0.470
35 H 1.1133 -4.2126 1.5559  0.449
36 H -0.5549 -5.2704 0.0104  0.357
37 H 0.0006 -3.7575 -1.8765  0.232
38 H 1.3071 -4.0510 -0.9376  0.262
39 H -2.5487 -4.0834 0.6598  0.466
40 H -2.2527 -3.7641 -1.0641  0.389
41 C -2.4103 1.7408 -4.2324  -1.783
42 C -1.1957 1.1569 -3.5417  1.031
43 O -0.3377 0.5468 -4.4991  -0.650
44 P -0.2179 2.4255 -2.6012  0.735
45 O -1.1420 3.1680 -1.6788  -1.003
46 O 0.3944 3.4175 -3.6787  -0.601
47 O 0.9017 1.6674 -1.9086  -0.537
48 P -1.6247 -0.0982 -2.2535  1.179
49 O -1.8490 0.7508 -0.8807  -0.441
50 O -2.8307 -0.9643 -2.4048  -0.973
51 O -0.3049 -0.8539 -2.0407  -0.554
52 H -2.0940 2.4662 -4.9816  0.454
53 H -3.0515 2.2404 -3.5063  0.366
54 H -2.9751 0.9446 -4.7160  0.362
55 H 0.3516 0.0546 -4.0278  0.394
56 H -0.2640 3.3071 -0.1726  0.492
57 H 1.1758 3.0473 -4.1092  0.338
58 H -1.7547 1.7355 -1.0248  0.459
59 F 2.6618 -0.3012 -2.5412  -0.282
60 C 3.0173 -0.3498 -1.1551  0.142
61 F 3.1117 -1.7530 -0.9441  -0.298
62 H 4.0462 0.0036 -1.1335  0.388

Summary:
LUMO level = 0.1 eV
E = -3509.6726 hartree
HOMO level = -6.65 eV